Model a:
14
Properties=species:S:1:pos:R:3:nbo_charge:R:1 method="wB97M-V/def2-TZVPD" lumo_energy_ha=-0.19507 spin_multiplicity=1 total_charge=+1
N -0.127 1.412 -0.214 -0.084
N 1.309 -0.421 0.136 -0.440
N 1.267 0.070 -1.227 -0.246
N 0.307 0.990 -1.343 -0.037
N -1.474 -0.954 0.108 -0.703
N -0.835 -0.253 1.201 -0.441
C 0.413 0.570 0.766 0.159
H 2.291 -0.470 0.525 0.429
H 1.498 -0.642 -1.925 0.439
H -1.515 0.299 1.813 0.398
H -0.248 1.231 -2.222 0.486
H -1.141 -1.905 -0.062 0.377
H 0.724 1.199 1.968 0.276
H -2.468 -1.124 0.476 0.388

***

Model b:
14
Properties=species:S:1:pos:R:3:nbo_charge:R:1 method="wB97M-V/def2-TZVPD" lumo_energy_ha=-0.11152 spin_multiplicity=1 total_charge=+1
N 1.658 -0.999 0.717 -0.617
N -0.924 0.515 -0.009 -0.552
N 0.245 -2.230 -0.548 0.005
N 1.553 1.510 -0.488 -0.942
N 1.036 -1.731 0.038 0.272
N -3.178 -0.374 0.115 -0.829
C -2.034 0.197 -0.059 0.537
H 1.991 1.644 -1.372 0.445
H 1.643 2.074 0.348 0.444
H -3.353 -0.505 1.109 0.448
H -3.415 -0.917 -0.679 0.440
H 1.899 0.600 0.003 0.453
H 2.382 -1.318 1.346 0.416
H 0.498 1.534 -0.518 0.479

***

Best to worst by energy: model b, model a.

***

Model a:
30
Properties=species:S:1:pos:R:3:nbo_charge:R:1 method="wB97M-V/def2-TZVPD" lumo_energy_ha=-0.01093 spin_multiplicity=1 smiles=O.O.O.O.O.O.O.O.O.O
O -0.444 -0.695 -0.797 -0.932
O 1.201 1.727 -1.888 -0.928
O -3.245 1.835 -1.423 -0.959
O 0.792 1.877 1.491 -1.023
O 3.248 -1.730 -1.609 -0.944
O 0.060 -0.377 3.253 -0.986
O -2.277 0.432 0.710 -0.995
O -2.586 -0.844 -2.679 -1.001
O 2.690 -0.272 0.677 -0.969
O -0.710 -2.396 1.220 -1.001
H 2.119 1.685 -1.975 0.465
H 2.168 0.514 0.707 0.495
H 0.638 1.021 1.945 0.519
H -0.778 -0.355 -0.144 0.459
H -2.928 1.267 -0.817 0.464
H -2.132 1.255 1.308 0.505
H 1.052 2.295 -1.183 0.476
H 0.571 -0.296 -1.000 0.532
H -1.775 -0.875 -1.983 0.516
H -2.419 -0.419 -3.436 0.462
H 0.122 -2.921 1.449 0.471
H 3.020 -0.439 1.542 0.483
H 3.003 -1.076 -0.941 0.481
H -0.465 -1.888 0.349 0.499
H -2.988 -0.170 1.172 0.509
H 3.916 -1.371 -2.040 0.449
H -3.489 1.105 -2.083 0.476
H 1.011 -0.471 3.618 0.474
H -0.155 -1.104 2.642 0.513
H 0.773 2.679 1.913 0.491

***

Model b:
30
Properties=species:S:1:pos:R:3:nbo_charge:R:1 method="wB97M-V/def2-TZVPD" lumo_energy_ha=-0.01917 spin_multiplicity=1 smiles=O.O.O.O.O.O.O.O.O.O
O -2.246 -1.539 0.141 -0.953
O -1.836 0.981 -1.325 -0.967
O 0.875 -3.205 0.380 -0.967
O -1.416 -3.360 1.788 -0.975
O 2.903 -1.141 -0.160 -0.957
O 0.388 -0.201 -0.379 -1.001
O 0.420 -0.490 2.372 -0.979
O 0.643 3.281 -0.390 -0.949
O -0.342 2.657 -3.467 -0.939
O 1.103 2.031 1.980 -0.969
H -1.388 1.848 -1.417 0.520
H 0.045 -1.108 -0.211 0.514
H -0.250 0.228 -0.910 0.481
H 0.584 2.703 -3.639 0.478
H -2.100 -0.593 0.235 0.506
H 1.241 2.636 -0.776 0.479
H 0.578 2.336 1.206 0.492
H 2.878 -1.342 0.762 0.466
H 0.217 -3.252 1.053 0.491
H 0.992 0.178 2.714 0.482
H -1.836 -2.671 1.220 0.492
H 0.507 -0.194 1.472 0.476
H -0.608 1.707 -3.490 0.463
H 0.808 2.657 2.659 0.470
H -1.194 -2.829 2.550 0.477
H -1.907 0.536 -2.144 0.472
H 0.478 -3.572 -0.398 0.457
H -2.614 -1.608 -0.762 0.483
H 2.056 -0.738 -0.282 0.475
H 1.021 4.063 -0.781 0.484

***

Best to worst by energy: model b, model a.

***

Model a:
30
Properties=species:S:1:pos:R:3:nbo_charge:R:1 method="wB97M-V/def2-TZVPD" lumo_energy_ha=-0.01745 spin_multiplicity=1
O -12.904 -0.602 3.477 -1.010
O -15.019 2.357 2.455 -0.999
O -18.253 -0.280 2.400 -0.937
O -17.452 1.716 1.638 -0.979
O -16.900 -0.801 3.983 -0.904
O -14.913 -2.705 1.221 -0.937
O -15.355 0.186 2.782 -0.918
O -15.690 -0.126 -0.402 -0.924
O -13.745 0.601 0.702 -0.972
O -14.313 0.655 4.445 -0.910
H -14.651 0.660 0.398 0.465
H -15.358 -0.190 1.901 0.508
H -18.829 -0.108 1.654 0.481
H -14.542 0.368 5.329 0.464
H -12.087 -0.395 3.931 0.444
H -16.928 -0.270 4.778 0.502
H -16.195 -0.077 3.158 0.485
H -16.503 1.801 1.543 0.492
H -13.526 0.053 3.793 0.432
H -17.800 -1.091 2.170 0.458
H -17.579 1.449 2.549 0.465
H -15.894 -0.975 -0.008 0.487
H -14.151 2.746 2.564 0.470
H -14.840 -3.568 1.628 0.479
H -14.896 0.156 3.873 0.465
H -14.938 1.481 2.832 0.473
H -13.268 1.228 0.158 0.463
H -15.102 -2.112 1.949 0.461
H -16.544 0.258 -0.601 0.488
H -16.816 -1.701 4.298 0.505

***

Model b:
30
Properties=species:S:1:pos:R:3:nbo_charge:R:1 method="wB97M-V/def2-TZVPD" lumo_energy_ha=0.00619 spin_multiplicity=1 smiles=O.O.O.O.O.O.O.O.O.O
O -1.176 1.059 -3.685 -0.977
O -1.696 0.667 2.877 -1.005
O -0.651 -1.403 -2.693 -0.981
O 2.198 -3.434 -0.931 -0.934
O 0.062 2.855 -1.412 -0.985
O -1.064 0.606 -0.062 -1.023
O 1.803 0.106 -0.196 -0.982
O 1.081 2.086 1.741 -0.971
O 0.846 0.207 3.767 -0.988
O -1.501 -2.188 -0.386 -0.988
H 1.610 1.439 1.217 0.499
H 2.609 -3.705 -0.120 0.466
H -1.345 -3.069 0.009 0.476
H 1.331 0.441 4.576 0.478
H 1.164 0.894 3.124 0.504
H -1.575 0.877 0.707 0.513
H -0.722 1.858 -3.400 0.502
H 2.339 -0.680 -0.067 0.494
H -1.195 -2.238 -1.289 0.502
H -0.886 0.375 3.350 0.510
H 0.869 3.227 -0.955 0.482
H -0.156 2.039 -0.930 0.491
H -2.241 1.156 3.529 0.475
H 1.324 -3.823 -0.890 0.468
H -0.810 -1.060 -3.587 0.512
H -0.073 -0.758 -2.292 0.488
H -1.897 0.905 -3.085 0.477
H 0.191 1.917 1.400 0.483
H -1.308 -0.297 -0.242 0.515
H 0.870 -0.059 -0.075 0.495

***

Best to worst by energy: model b, model a.

***

Model a:
30
Properties=species:S:1:pos:R:3:nbo_charge:R:1 method="wB97M-V/def2-TZVPD" lumo_energy_ha=-0.01327 spin_multiplicity=1 smiles=O.O.O.O.O.O.O.O.O.O
O -0.833 -0.884 0.714 -0.956
O 2.276 -1.732 3.658 -0.956
O -2.582 1.416 -0.809 -0.993
O 2.175 -1.450 0.842 -0.987
O 0.809 1.338 0.878 -0.952
O 1.034 -2.940 -1.585 -0.967
O -0.661 3.139 -0.447 -0.955
O 0.212 0.984 -2.401 -0.978
O -2.279 2.297 1.903 -0.941
O -1.406 -1.142 -2.055 -0.959
H 0.721 -3.553 -2.243 0.495
H 1.003 0.466 -2.583 0.458
H 1.161 1.326 1.757 0.491
H 1.264 -2.128 -2.084 0.477
H 2.735 -2.569 3.807 0.464
H -1.840 1.978 -0.849 0.492
H -1.679 1.761 2.304 0.447
H -0.154 3.061 -1.236 0.476
H -0.659 0.019 0.873 0.489
H 3.090 -1.365 0.721 0.492
H -0.147 2.630 0.190 0.497
H -1.132 -1.542 -1.250 0.486
H 0.023 -1.308 0.696 0.461
H -2.192 -0.788 -1.679 0.485
H 1.476 0.933 0.366 0.491
H -2.655 1.805 1.177 0.490
H -3.043 1.551 -1.614 0.470
H -0.439 0.460 -1.984 0.499
H 1.964 -1.788 2.757 0.483
H 1.751 -1.983 0.170 0.503

***

Model b:
30
Properties=species:S:1:pos:R:3:nbo_charge:R:1 method="wB97M-V/def2-TZVPD" lumo_energy_ha=-0.00461 spin_multiplicity=1 smiles=O.O.O.O.O.O.O.O.O.O
O 0.835 -2.609 -2.428 -0.969
O 3.247 -2.463 -0.970 -0.967
O 0.490 3.797 0.935 -0.951
O 0.313 0.399 0.088 -0.985
O 3.335 0.143 -0.067 -0.979
O -0.877 1.886 2.774 -0.965
O 0.790 -2.306 0.961 -0.942
O -1.545 -1.833 -1.392 -0.967
O -2.638 3.157 0.908 -0.972
O -2.435 1.053 -1.154 -0.989
H -2.156 -2.327 -0.846 0.477
H -3.423 3.393 1.401 0.469
H 0.342 -0.529 -0.142 0.493
H 0.683 -3.461 -2.837 0.470
H 0.938 3.746 0.090 0.475
H 0.312 -3.071 0.641 0.469
H -1.936 -0.963 -1.463 0.505
H 0.399 2.886 1.214 0.473
H 2.425 0.260 0.206 0.470
H -0.369 2.518 3.281 0.487
H 3.397 -0.782 -0.306 0.488
H 0.043 -2.442 -1.918 0.495
H 0.725 -2.363 1.914 0.477
H 2.333 -2.373 -1.240 0.499
H -0.601 0.651 -0.048 0.486
H -0.355 1.083 2.798 0.493
H 3.683 -2.856 -1.726 0.472
H -3.310 0.769 -1.420 0.472
H -2.080 2.709 1.544 0.499
H -2.566 1.932 -0.798 0.518

***

Best to worst by energy: model b, model a.

***

Model a:
30
Properties=species:S:1:pos:R:3:nbo_charge:R:1 method="wB97M-V/def2-TZVPD" lumo_energy_ha=-0.00460 spin_multiplicity=1 smiles=O.O.O.O.O.O.O.O.O.O
O 1.376 1.003 3.244 -0.959
O 1.535 -1.658 -1.421 -0.972
O -1.061 2.822 0.696 -0.951
O -1.776 -1.734 -2.238 -0.974
O 2.641 -2.116 0.857 -0.997
O 0.541 -1.285 1.642 -1.027
O -1.419 2.686 -2.285 -0.944
O -0.117 0.363 -0.647 -0.984
O -3.594 -1.743 0.207 -0.930
O 1.703 2.483 0.976 -0.996
H 1.208 1.237 2.266 0.493
H 0.584 -2.311 1.855 0.510
H 2.164 -1.345 -1.956 0.465
H -1.815 2.295 0.877 0.472
H 0.736 -0.911 -1.527 0.509
H -3.066 -2.351 0.740 0.466
H 1.993 -1.997 0.073 0.499
H 1.300 -0.765 2.089 0.525
H 3.280 -2.559 0.417 0.445
H -2.372 2.822 -2.489 0.481
H 2.248 2.582 0.164 0.480
H -1.567 -2.697 -1.835 0.497
H -0.964 2.649 -0.284 0.490
H -3.141 -0.859 0.397 0.465
H 0.221 -0.118 0.182 0.533
H 2.321 0.899 3.264 0.464
H 0.728 2.665 0.731 0.510
H -1.350 1.792 -1.918 0.473
H -1.509 -1.726 -3.169 0.481
H -0.831 -0.121 -0.897 0.474

***

Model b:
30
Properties=species:S:1:pos:R:3:nbo_charge:R:1 method="wB97M-V/def2-TZVPD" lumo_energy_ha=0.00164 spin_multiplicity=1 smiles=O.O.O.O.O.O.O.O.O.O
O 0.788 -0.451 0.229 -0.893
O -3.302 0.484 -1.737 -0.909
O -3.989 0.692 2.157 -0.953
O 3.186 0.797 -0.837 -0.937
O 1.362 3.394 -0.234 -0.946
O -4.088 -2.919 -0.481 -0.913
O 0.647 -0.208 2.042 -0.915
O 3.004 -2.401 -1.353 -0.885
O -1.579 0.985 -0.812 -0.915
O 3.842 -1.215 1.462 -0.907
H -3.552 -2.118 -0.394 0.457
H 0.796 3.840 -0.809 0.457
H -1.968 1.804 -1.067 0.475
H 3.273 -2.658 -0.498 0.459
H -3.857 1.102 -2.213 0.460
H 1.765 2.655 -0.749 0.489
H 3.772 0.961 -1.631 0.482
H 1.163 -1.004 -0.536 0.396
H -0.768 1.445 -0.414 0.431
H 4.293 -0.438 1.040 0.480
H 0.289 0.191 2.795 0.447
H 3.522 -1.557 0.673 0.422
H 1.292 -0.860 2.286 0.480
H 3.040 -0.134 -0.761 0.450
H -4.672 -2.707 0.198 0.457
H -3.347 0.326 1.561 0.476
H 2.496 -1.594 -1.236 0.431
H 0.079 0.105 -0.127 0.485
H -3.548 1.431 2.672 0.478
H -3.941 0.056 -1.227 0.461

***

Best to worst by energy: model a, model b.